Record 1
51
Properties=species:S:1:pos:R:3:mulliken_charge:R:1 method="wB97M-V/def2-TZVPD" homo_lumo_gap_ev="5.346 / 6.323" multiplicity=2 lumo_energy_ev="2.25 / 2.25" max_force_ev_per_a=0.12 total_charge=-1
Co 0.26 0.31 -0.03 -0.314
O -2.06 -2.45 -1.87 -0.707
Cl -0.68 -2.30 -1.54 1.716
O 0.13 -3.17 -2.35 -0.667
O -0.45 -2.57 -0.14 -0.623
O -0.26 -0.91 -1.80 -0.718
C -3.91 0.90 -0.10 -1.112
C -4.12 1.54 1.12 -0.473
C -3.05 1.72 1.97 -0.846
C -1.79 1.25 1.62 1.550
N -1.60 0.64 0.43 0.445
C -2.63 0.48 -0.41 -0.214
C -0.58 1.31 2.44 0.291
C -0.58 1.83 3.74 -0.663
C 0.59 1.82 4.48 -0.877
C 1.74 1.29 3.92 -0.835
C 1.73 0.79 2.62 0.208
C 0.58 0.79 1.83 0.078
H -4.71 0.74 -0.80 0.406
H -5.10 1.90 1.38 0.403
H -3.18 2.23 2.92 0.366
H -2.40 0.01 -1.35 0.544
H -1.48 2.25 4.17 0.269
H 0.60 2.22 5.49 0.372
H 2.66 1.25 4.50 0.401
H 2.65 0.37 2.23 0.344
C 0.29 2.11 -1.26 -1.832
C -0.44 3.20 -0.62 0.941
C 0.08 3.90 0.49 -0.070
C -0.64 4.88 1.15 -0.644
C -1.93 5.20 0.76 -0.551
C -2.47 4.53 -0.33 -0.576
C -1.74 3.57 -1.01 -0.332
H 1.34 2.38 -1.44 0.568
H -0.16 1.84 -2.22 0.343
H 1.07 3.64 0.85 0.187
H -0.19 5.38 2.00 0.404
H -2.50 5.96 1.28 0.367
H -3.48 4.76 -0.67 0.392
H -2.18 3.06 -1.86 0.345
Br 6.67 -0.96 -1.14 -0.184
C 4.83 -0.61 -0.82 0.260
C 4.43 0.66 -0.46 -0.981
C 3.08 0.87 -0.24 0.103
N 2.16 -0.09 -0.36 0.489
C 2.58 -1.32 -0.69 -0.047
C 3.91 -1.62 -0.93 -0.886
H 5.13 1.48 -0.35 0.465
H 2.70 1.84 0.04 0.167
H 1.82 -2.09 -0.75 0.264
H 4.19 -2.63 -1.20 0.463

Record 2
12
Properties=species:S:1:pos:R:3:mulliken_charge:R:1 method="wB97M-V/def2-TZVPD" homo_lumo_gap_ev=7.891 smiles="O=C([O-])C(O)(C(=O)[O-])[N+](=O)[O-]" multiplicity=1 lumo_energy_ev=6.76 max_force_ev_per_a=4.91 total_charge=-2
C 0.47 -1.69 0.03 0.477
C -0.37 0.75 1.37 0.469
C -0.04 0.00 -0.07 0.324
N 0.76 0.80 -0.96 0.974
O 1.54 -1.87 -0.54 -0.679
O -1.53 0.88 1.66 -0.697
O 1.86 1.08 -0.49 -0.550
O -0.32 -2.37 0.68 -0.668
O 0.65 1.14 1.97 -0.680
O 0.43 1.18 -2.08 -0.671
O -1.51 -0.31 -1.01 -0.608
H -1.93 0.42 -0.57 0.309

Record 3
12
Properties=species:S:1:pos:R:3:mulliken_charge:R:1 method="wB97M-V/def2-TZVPD" homo_lumo_gap_ev=11.644 smiles="C=[NH+]CC" multiplicity=1 lumo_energy_ev=-5.39 max_force_ev_per_a=1.26 total_charge=+1
C 0.53 -1.40 0.64 -1.125
C -0.53 -0.43 0.10 -0.304
C -0.17 1.89 -0.45 -0.089
N 0.10 0.67 -0.67 0.002
H 0.01 -2.27 1.02 0.332
H 1.13 -0.87 1.37 0.349
H 1.16 -1.73 -0.18 0.374
H -1.17 0.01 0.86 0.321
H -1.20 -1.01 -0.54 0.289
H 0.40 2.66 -0.93 0.283
H -1.07 2.07 0.13 0.260
H 0.80 0.40 -1.36 0.309

Record 4
10
Properties=species:S:1:pos:R:3:mulliken_charge:R:1 method="wB97M-V/def2-TZVPD" homo_lumo_gap_ev=8.413 smiles="Cn1onnc1=S" multiplicity=1 lumo_energy_ev=-0.48 max_force_ev_per_a=1.84 total_charge=0
C -0.09 1.44 0.00 -0.733
C 0.71 -1.01 0.02 0.324
H -0.70 1.89 -0.78 0.267
H -0.35 1.84 0.95 0.305
H 0.97 1.65 -0.12 0.309
N -0.21 -0.03 -0.04 0.209
N -1.22 -2.02 0.00 0.004
N 0.01 -2.26 -0.01 -0.201
O -1.44 -0.64 -0.01 -0.112
S 2.34 -0.87 -0.01 -0.372

Record 5
20
Properties=species:S:1:pos:R:3:mulliken_charge:R:1 method="wB97M-V/def2-TZVPD" homo_lumo_gap_ev=8.617 multiplicity=1 lumo_energy_ev=-3.26 max_force_ev_per_a=3.11 total_charge=+1
C 0.59 1.10 -0.96 0.213
C -0.41 1.55 0.08 -0.745
C 0.48 -0.45 -1.32 -0.100
C -1.35 0.73 0.61 -0.465
C -0.76 -1.11 -0.81 -0.877
C -1.55 -0.66 0.15 0.851
N 1.93 1.15 -0.35 -0.196
N -2.53 -1.34 0.76 -0.477
O 1.59 -1.11 -0.63 -0.228
O 2.37 -0.33 1.68 -0.429
S 2.64 -0.23 0.11 0.584
H 0.47 1.70 -1.84 0.345
H -0.23 2.52 0.65 0.227
H 0.85 -0.60 -2.33 0.398
H -2.03 1.08 1.34 0.404
H -1.04 -2.10 -1.07 0.347
H 2.11 2.17 -0.07 0.328
H -3.37 -0.84 1.14 0.227
H 2.87 -0.96 2.31 0.401
H -2.65 -2.29 0.56 0.193

Record 6
53
Properties=species:S:1:pos:R:3:mulliken_charge:R:1 method="wB97M-V/def2-TZVPD" homo_lumo_gap_ev="1.427 / 3.702" multiplicity=5 lumo_energy_ev="2.47 / -1.34" max_force_ev_per_a=2.36 total_charge=-1
C 1.58 -1.93 1.29 -1.323
C 0.98 -0.59 1.23 1.403
C -0.08 -0.10 2.01 -1.531
N -0.30 1.21 1.64 -0.027
C 0.59 1.58 0.66 0.907
C 0.51 2.87 -0.04 -1.565
C 1.42 0.49 0.40 -1.219
H 2.51 -1.95 0.71 0.324
H 1.82 -2.26 2.31 0.265
H 0.90 -2.68 0.86 0.301
H -0.80 -0.67 2.57 0.482
H -0.98 1.84 2.07 0.423
H 1.40 2.97 -0.68 0.368
H -0.37 2.93 -0.70 0.299
H 0.48 3.71 0.66 0.410
H 2.22 0.44 -0.34 0.265
C 5.22 4.14 5.37 -2.250
O 5.26 2.72 5.10 0.368
C 4.06 2.07 5.12 1.348
C 4.03 0.75 4.61 -0.219
C 2.83 0.11 4.46 -1.010
C 1.60 0.72 4.83 1.398
C 0.39 0.02 4.64 -1.970
C -0.82 0.36 5.32 2.264
C -2.18 0.08 4.85 -0.638
C -3.11 0.59 5.82 -0.526
C -2.36 1.12 6.94 -0.506
C -0.96 0.94 6.67 -0.752
Fe -1.90 -0.78 6.57 -0.394
C -0.70 -2.13 7.37 -0.793
C -1.34 -2.64 6.17 -0.767
C -2.78 -2.54 6.35 -0.893
C -3.03 -1.97 7.66 -0.888
C -1.74 -1.72 8.30 -0.851
C 1.65 2.05 5.37 -0.333
C 2.85 2.70 5.54 -1.365
H 6.24 4.47 5.20 0.474
H 4.52 4.66 4.70 0.454
H 4.93 4.33 6.42 0.374
H 4.96 0.27 4.33 0.291
H 2.78 -0.92 4.09 0.060
H 0.43 -0.98 4.20 0.656
H -2.39 -0.37 3.88 0.445
H -4.19 0.63 5.70 0.529
H -2.77 1.64 7.80 0.377
H -0.11 1.22 7.29 0.867
H 0.37 -2.16 7.58 0.673
H -0.83 -3.10 5.33 0.602
H -3.53 -2.91 5.66 0.555
H -4.00 -1.84 8.13 0.545
H -1.59 -1.37 9.31 0.526
H 0.74 2.56 5.68 0.755
H 2.89 3.71 5.96 -0.186